No. 1
Below is a 2-piece molecular cluster, C4H12OS overall at a distorted geometry, with properties calculated with ωB97M-V with the def2-TZVPD basis set.

Last column: Mulliken charge in e.
Cartesian coordinates (Å):
C 1.980 0.953 0.424  -1.3484
C 0.713 0.780 -0.430  -0.3635
C -0.496 0.452 0.504  -0.5487
C -1.883 0.518 -0.122  -0.4315
S -2.883 -0.865 0.548  -0.2637
H 2.906 0.974 -0.124  0.4193
H 2.137 1.881 1.027  0.3626
H 2.216 0.099 1.106  0.2894
H 0.939 0.026 -1.183  0.1940
H 0.494 1.724 -0.990  0.3027
H -0.208 1.084 1.368  0.3650
H -0.355 -0.618 0.889  0.1995
H -1.968 0.387 -1.243  0.3023
H -2.474 1.422 0.081  0.3936
H -2.166 -1.692 1.269  0.0886
H 0.110 -3.129 -0.758  0.3077
H 0.890 -1.821 -1.250  0.3158
O 0.048 -2.173 -1.118  -0.5844

Properties
SMILES string: CCCCS.O
HOMO level in eV: -8.63
Largest force on an atom in eV/A: 4.3
DFT total energy in eV: -17224.15972
Energy above the lowest of the compared OMol25 structures with the same formula, charge and spin in kJ/mol: 133.6
Charge: 0



No. 2
Below is a 2-piece molecular cluster, C4H12OS overall at a distorted geometry, with properties calculated with ωB97M-V with the def2-TZVPD basis set.

Last column: Mulliken charge in e.
Cartesian coordinates (Å):
C 0.653 -1.254 0.261  -0.8930
C 2.991 -0.482 1.209  -0.8448
S 1.266 -0.211 1.617  -0.0648
H 1.067 -2.251 0.368  0.3980
H -0.421 -1.411 0.390  0.2820
H 0.828 -0.780 -0.699  0.2532
H 3.435 -1.427 1.530  0.2941
H 3.663 0.335 1.449  0.3404
H 3.035 -0.514 0.120  0.2378
C -2.450 1.153 -1.421  -0.1054
C -0.979 1.248 -1.795  -0.5866
O -2.846 -0.235 -1.271  -0.5433
H -2.715 1.605 -0.464  0.2373
H -3.103 1.482 -2.230  0.2173
H -0.878 1.446 -2.868  0.3250
H -2.122 -0.847 -1.470  0.2942
H -0.387 0.355 -1.633  -0.1587
H -0.486 2.070 -1.306  0.3174

Properties
SMILES string: CCO.CSC
HOMO level in eV: -8.71
Largest force on an atom in eV/A: 2.0
DFT total energy in eV: -17224.38730
Energy above the lowest of the compared OMol25 structures with the same formula, charge and spin in kJ/mol: 111.7
Charge: 0



No. 3
Below is a 2-piece molecular cluster, C4H12OS overall at a distorted geometry, with properties calculated with ωB97M-V with the def2-TZVPD basis set.

Last column: Mulliken charge in e.
Cartesian coordinates (Å):
C -0.855 3.785 0.932  -0.8650
S -1.950 2.392 0.784  -0.0733
C -1.057 1.417 -0.449  -0.7174
H -1.269 4.353 1.768  0.2907
H 0.184 3.508 1.137  0.2845
H -0.783 4.521 0.130  0.3111
H -1.384 1.480 -1.488  0.3337
H -1.200 0.357 -0.214  0.1868
H 0.020 1.542 -0.336  0.2457
C 0.987 -3.170 0.006  -0.1796
O -0.363 -2.779 0.539  -0.5575
C 1.385 -2.036 -0.918  -0.7961
H 0.636 -4.025 -0.568  0.1569
H 1.533 -3.440 0.900  0.3438
H -0.304 -2.566 1.465  0.2809
H 2.265 -1.469 -0.627  0.2863
H 0.521 -1.425 -1.151  0.1720
H 1.634 -2.446 -1.908  0.2964

Properties
SMILES string: CCO.CSC
HOMO level in eV: -8.48
Largest force on an atom in eV/A: 3.6
DFT total energy in eV: -17224.16684
Energy above the lowest of the compared OMol25 structures with the same formula, charge and spin in kJ/mol: 132.9
Charge: 0



No. 4
Below is a 2-piece molecular cluster, C4H12OSi2 overall at a distorted geometry, with properties calculated with ωB97M-V with the def2-TZVPD basis set.

Last column: Mulliken charge in e.
Cartesian coordinates (Å):
C 2.585 2.135 -0.497  -0.3646
C 1.380 2.375 -0.023  -0.4008
C 1.064 -2.157 -0.001  -1.2444
C -0.469 -1.784 0.222  -0.5619
O -1.334 -0.345 -2.041  -0.5049
Si -2.735 1.267 0.681  0.3396
Si -0.984 -0.004 -0.474  0.2929
H 3.481 2.617 -0.098  0.2686
H 2.746 1.644 -1.499  0.2051
H 1.045 2.921 0.966  0.1914
H 1.810 -1.534 0.287  0.4043
H 1.263 -3.143 0.322  0.3653
H 1.228 -2.296 -1.097  0.3072
H -0.784 -1.865 1.245  0.4143
H -0.857 -2.607 -0.390  0.2987
H -0.951 -0.546 -2.907  0.3378
H -2.913 0.924 2.018  -0.1466
H -2.073 2.707 0.662  -0.0935
H -4.010 1.419 -0.062  -0.1086

Properties
HOMO level (alpha / beta) in eV: -8.67 / -6.97
Largest force on an atom in eV/A: 3.8
DFT total energy in eV: -22140.32922
Energy above the lowest of the compared OMol25 structures with the same formula, charge and spin in kJ/mol: 644.2
Charge: 0



No. 5
Below is a 2-piece molecular cluster, C4H12S overall at a distorted geometry, with properties calculated with ωB97M-V with the def2-TZVPD basis set.

Last column: Mulliken charge in e.
Cartesian coordinates (Å):
C -0.822 0.975 -2.056  -0.7285
C -1.465 0.061 0.320  -0.6368
S -0.945 1.639 -0.447  -0.0768
H -1.577 1.462 -2.751  0.2950
H 0.058 1.186 -2.730  0.3007
H -0.937 -0.133 -1.972  0.1946
H -2.146 0.093 1.154  0.3796
H -0.514 -0.468 0.892  -0.0407
H -1.863 -0.726 -0.346  0.3018
C 1.578 -1.803 0.660  -0.7823
C 2.414 -1.952 1.933  -0.9076
H 2.005 -2.231 -0.302  0.3622
H 0.751 -2.382 0.711  0.3676
H 1.330 -0.729 0.372  0.1154
H 2.998 -2.873 2.072  0.2878
H 1.671 -1.925 2.712  0.2510
H 3.114 -1.178 2.195  0.3171

Properties
SMILES string: CSC.CC
HOMO level in eV: -8.40
Largest force on an atom in eV/A: 4.6
DFT total energy in eV: -15176.22498
Energy above the lowest of the compared OMol25 structures with the same formula, charge and spin in kJ/mol: 142.9
Charge: 0



No. 6
Below is a 2-piece molecular cluster, C4H12S overall at a distorted geometry, with properties calculated with ωB97M-V with the def2-TZVPD basis set.

Last column: Mulliken charge in e.
Cartesian coordinates (Å):
C -0.898 -1.058 2.038  -0.5748
C -0.900 0.047 3.084  -0.7964
H -1.639 -0.696 1.252  0.1809
H 0.068 -1.143 1.449  0.1808
H -1.360 -1.997 2.533  0.2503
H -1.643 -0.032 3.857  0.2804
H -1.195 0.941 2.487  0.1990
H 0.060 0.302 3.539  0.2794
C 1.918 -0.596 -2.169  -0.9777
C -0.194 1.429 -2.290  -0.9250
S 0.134 -0.415 -2.701  -0.0761
H 1.964 -1.723 -2.237  0.2529
H 2.384 -0.155 -2.909  0.3871
H 2.186 -0.364 -1.256  0.3849
H -0.622 1.901 -3.159  0.3206
H 0.604 2.008 -2.068  0.3631
H -0.867 1.550 -1.452  0.2707

Properties
SMILES string: CSC.CC
HOMO level in eV: -8.65
Largest force on an atom in eV/A: 7.3
DFT total energy in eV: -15176.09313
Energy above the lowest of the compared OMol25 structures with the same formula, charge and spin in kJ/mol: 155.6
Charge: 0



No. 7
Below is a 2-piece molecular cluster, C4H12S overall at a distorted geometry, with properties calculated with ωB97M-V with the def2-TZVPD basis set.

Last column: Mulliken charge in e.
Cartesian coordinates (Å):
C 1.490 2.796 1.645  -0.7052
C 1.317 2.448 0.227  -0.6758
H 2.124 3.745 1.608  0.2459
H 2.055 1.946 2.112  0.2274
H 0.579 2.910 2.103  0.2847
H 2.337 2.699 -0.329  0.2192
H 1.156 1.310 0.012  0.1068
H 0.783 3.094 -0.592  0.3007
C -1.534 -2.876 -1.720  -0.9653
C -0.999 -2.290 -0.364  -0.2334
S -2.276 -1.575 0.724  -0.2461
H -2.605 -2.583 -2.007  0.2898
H -1.557 -3.945 -1.606  0.2885
H -0.870 -2.598 -2.547  0.2732
H -0.436 -2.997 0.223  0.3752
H -0.314 -1.413 -0.659  0.0963
H -1.250 -0.672 1.171  0.1182

Properties
SMILES string: CCS.CC
HOMO level in eV: -8.99
Largest force on an atom in eV/A: 6.1
DFT total energy in eV: -15176.16552
Energy above the lowest of the compared OMol25 structures with the same formula, charge and spin in kJ/mol: 148.6
Charge: 0



No. 8
Below is a 2-piece molecular cluster, C4H12S overall at a distorted geometry, with properties calculated with ωB97M-V with the def2-TZVPD basis set.

Last column: Mulliken charge in e.
Cartesian coordinates (Å):
C -2.321 -0.267 1.158  -0.7557
C -2.302 0.916 0.147  -0.8104
H -3.280 -0.289 1.664  0.3233
H -1.470 -0.212 1.827  0.2616
H -2.293 -1.129 0.489  0.2119
H -2.959 0.642 -0.683  0.2727
H -2.728 1.814 0.599  0.2753
H -1.350 1.207 -0.293  0.2402
C 2.130 0.113 -1.512  -1.0099
C 1.881 -0.142 0.003  -0.2734
S 1.641 -1.888 0.434  -0.2225
H 1.212 0.141 -2.107  0.2606
H 2.702 -0.735 -1.889  0.3241
H 2.600 1.076 -1.686  0.3365
H 2.726 0.369 0.453  0.3270
H 0.975 0.375 0.315  0.1070
H 2.835 -1.992 1.081  0.1317

Properties
SMILES string: CCS.CC
HOMO level in eV: -9.09
Largest force on an atom in eV/A: 2.0
DFT total energy in eV: -15177.31131
Energy above the lowest of the compared OMol25 structures with the same formula, charge and spin in kJ/mol: 38.1
Charge: 0



Repeat the fourth record exactly.
Below is a 2-piece molecular cluster, C4H12OSi2 overall at a distorted geometry, with properties calculated with ωB97M-V with the def2-TZVPD basis set.

Last column: Mulliken charge in e.
Cartesian coordinates (Å):
C 2.585 2.135 -0.497  -0.3646
C 1.380 2.375 -0.023  -0.4008
C 1.064 -2.157 -0.001  -1.2444
C -0.469 -1.784 0.222  -0.5619
O -1.334 -0.345 -2.041  -0.5049
Si -2.735 1.267 0.681  0.3396
Si -0.984 -0.004 -0.474  0.2929
H 3.481 2.617 -0.098  0.2686
H 2.746 1.644 -1.499  0.2051
H 1.045 2.921 0.966  0.1914
H 1.810 -1.534 0.287  0.4043
H 1.263 -3.143 0.322  0.3653
H 1.228 -2.296 -1.097  0.3072
H -0.784 -1.865 1.245  0.4143
H -0.857 -2.607 -0.390  0.2987
H -0.951 -0.546 -2.907  0.3378
H -2.913 0.924 2.018  -0.1466
H -2.073 2.707 0.662  -0.0935
H -4.010 1.419 -0.062  -0.1086

Properties
HOMO level (alpha / beta) in eV: -8.67 / -6.97
Largest force on an atom in eV/A: 3.8
DFT total energy in eV: -22140.32922
Energy above the lowest of the compared OMol25 structures with the same formula, charge and spin in kJ/mol: 644.2
Charge: 0